(1)
{"formula": "C12H8Cl6FeN2O4S", "method": "ωB97M-V/def2-TZVPD", "largest_force_ev_per_a": 1.61, "relative_energy_kj_mol": 0.0, "multiplicity": 5, "elements": ["Fe", "Cl", "Cl", "Cl", "Cl", "Cl", "Cl", "S", "O", "O", "O", "O", "N", "N", "C", "C", "C", "C", "C", "C", "C", "C", "C", "C", "C", "C", "H", "H", "H", "H", "H", "H", "H", "H"], "positions_angstrom": [[2.546413, -0.819884, -1.259737], [-2.680033, -2.307636, 1.378885], [0.412506, -2.243457, 1.766087], [-2.001919, -1.548025, -3.926407], [1.127220, -1.352769, -3.409829], [-3.897512, -1.968268, -1.472153], [4.498036, -1.354071, 0.723952], [2.502042, 1.502016, -0.994988], [4.514512, -1.628269, -0.723956], [3.101004, -1.036184, 1.019749], [5.300237, -0.222088, 1.002562], [4.905119, -2.501498, 1.434167], [0.767535, 1.461093, 1.008304], [-0.149299, 1.612553, -1.128469], [0.010935, -1.664002, -2.112052], [-0.483272, 1.583896, 3.097949], [-0.262109, -1.998002, 0.191806], [-1.356090, 1.728221, -0.586391], [0.604341, -1.762909, -0.863005], [-1.534991, 1.736067, 0.806410], [-1.351398, -1.744018, -2.345995], [0.918555, 1.480597, -0.350223], [-1.646800, -2.077876, 0.023027], [-0.436326, 1.589981, 1.610253], [-2.502699, 1.882828, -1.525441], [-2.193506, -1.938207, -1.251236], [1.593769, 1.247776, 1.561116], [0.105010, 2.409333, 3.502582], [-2.498007, 1.060572, -2.241604], [-2.372772, 2.804326, -2.094528], [-2.519660, 1.836208, 1.237695], [-1.507524, 1.667149, 3.449591], [-3.454634, 1.909498, -1.000201], [-0.058690, 0.655060, 3.472096]], "forces_ev_per_angstrom": [[-0.2446, -0.9167, 1.3023], [-0.0858, -0.0077, 0.0459], [-0.0885, 0.1112, 0.2667], [-0.0047, -0.0039, -0.0741], [0.2092, 0.1236, -0.6520], [-0.0590, -0.0257, -0.0260], [-0.0877, 0.4015, 0.8191], [0.4031, 0.1527, -0.2422], [-0.5600, 0.0739, -1.0729], [-0.3234, 0.0350, -0.2297], [0.4189, 0.2068, -0.0057], [0.1737, -0.3730, 0.0832], [-0.0981, -0.2828, -0.1254], [-0.0223, -0.0936, -0.1138], [-0.2202, -0.1017, 0.6606], [0.1120, -0.0625, -0.0030], [0.0847, -0.1072, -0.1324], [0.1627, -0.0494, 0.2558], [0.5039, 0.4755, -0.5661], [-0.0391, -0.0343, -0.1024], [-0.0921, 0.0721, -0.1085], [-0.3201, 0.3704, 0.0717], [0.1647, 0.0492, 0.0563], [-0.1161, 0.0093, -0.0350], [-0.0157, -0.0506, 0.0178], [0.0733, 0.0694, -0.0260], [0.0422, 0.0839, -0.0980], [-0.0220, 0.0081, -0.0197], [-0.0097, -0.0162, -0.0132], [-0.0017, -0.0016, -0.0033], [0.0233, 0.0174, 0.0404], [0.0041, 0.0134, -0.0175], [-0.0079, -0.0124, -0.0249], [0.0428, -0.1337, 0.0717]], "lowdin_spin": [3.701, 0.000, 0.004, 0.001, 0.037, 0.002, 0.005, 0.062, 0.037, 0.037, 0.002, 0.005, 0.006, 0.007, 0.015, 0.000, 0.013, 0.001, 0.038, 0.004, 0.000, 0.016, 0.000, 0.001, 0.000, 0.005, 0.001, 0.000, 0.000, 0.000, 0.000, 0.000, 0.000, 0.000]}

=====

(2)
{"formula": "C29H25Cl2N3O5PtSi", "method": "ωB97M-V/def2-TZVPD", "largest_force_ev_per_a": 3.29, "relative_energy_kj_mol": 1.2, "total_charge": -1, "multiplicity": 4, "elements": ["Pt", "Cl", "Cl", "Si", "O", "O", "O", "O", "O", "N", "N", "N", "C", "C", "C", "C", "C", "C", "C", "C", "C", "C", "C", "C", "C", "C", "C", "C", "C", "C", "C", "C", "C", "C", "C", "C", "C", "C", "C", "C", "C", "H", "H", "H", "H", "H", "H", "H", "H", "H", "H", "H", "H", "H", "H", "H", "H", "H", "H", "H", "H", "H", "H", "H", "H", "H"], "positions_angstrom": [[0.197570, 0.522612, -1.369492], [1.317725, -1.299177, -3.903626], [3.919591, -2.635923, -3.093665], [0.475150, -1.081089, 0.272509], [3.306189, 3.318785, 0.347897], [-1.307504, 0.783693, -2.799217], [2.326783, 5.509657, 1.623936], [2.374769, 1.612762, -0.822065], [0.286763, 6.394651, 1.898573], [-2.362889, 1.446185, -2.293876], [-1.223289, 3.044874, 0.059715], [-0.112637, 2.391963, -0.308478], [3.007180, -1.094890, -3.275700], [-3.220416, 0.739786, -1.342596], [0.077716, -0.533243, 4.416682], [-1.111253, 0.173746, 4.525088], [-1.750851, -2.913171, 0.087417], [-2.560269, -3.833799, -0.611246], [4.618047, -1.799604, 0.396499], [-2.828564, 2.552425, -2.933799], [-3.836006, 3.307529, -2.353637], [-0.770409, -4.223642, -2.208259], [-0.497547, -2.600627, -0.402504], [2.279317, -3.203585, 0.813494], [-4.419973, 2.886587, -1.144370], [2.178284, -1.811630, 0.569974], [2.351185, 2.602338, -0.087482], [-0.266956, -0.699007, 2.010469], [-0.983425, 4.195156, 0.733635], [3.509758, -3.861060, 0.758855], [-1.488270, -0.097050, 2.171234], [-2.027461, -4.518246, -1.720520], [3.375504, -1.114868, 0.388441], [0.496666, -0.958270, 3.151543], [-1.921796, 0.321050, 3.451643], [0.021710, -3.297940, -1.526922], [0.906069, 3.114274, 0.202896], [4.697358, -3.154366, 0.571065], [-4.128362, 1.522193, -0.704843], [0.397714, 4.274044, 0.887008], [0.984662, 5.476613, 1.524421], [-2.881086, 0.890913, 3.536839], [3.053481, -0.604773, -2.318506], [2.753324, 4.662017, 1.235164], [-2.310592, 2.878270, -3.832775], [5.627026, -3.716740, 0.420854], [-1.776327, 4.766900, 1.060579], [-4.721639, 1.051279, 0.040032], [3.391306, -0.055102, 0.257622], [-2.607215, -5.289860, -2.173905], [1.386453, -3.815273, 0.725206], [0.730035, -0.594203, 5.305164], [1.014474, -3.091985, -1.895546], [5.540296, -1.309236, 0.193742], [-3.545635, -3.991144, -0.196843], [-5.136732, 3.516833, -0.640346], [-2.108880, -2.331690, 0.927531], [-1.508508, 0.478358, 5.471407], [-3.047956, -0.306403, -1.189048], [-2.084241, 2.574343, -0.143729], [3.540765, -4.959863, 0.850262], [3.530479, -0.424874, -4.010094], [-4.193451, 4.165078, -2.914570], [-0.339314, -4.666222, -3.085268], [1.505422, -1.428834, 3.099961], [-2.099317, 0.142474, 1.315570]], "forces_ev_per_angstrom": [[0.4040, 0.3014, 0.1075], [1.0082, 0.1548, 0.4982], [-0.5442, 0.5370, -0.2576], [-0.6241, -0.8486, 0.3839], [-1.2489, -0.9703, -0.1757], [0.4173, -0.4064, -0.3509], [-0.4814, -0.7349, -0.2194], [0.4780, -1.1202, -0.4707], [0.2856, -0.3712, -0.0218], [-1.2602, -1.3054, 1.1972], [0.2550, 0.1646, -0.0488], [0.8873, 1.6817, 1.4183], [0.6045, 0.4941, -1.3129], [0.9267, 2.1361, -1.0462], [0.6891, 0.3920, -0.1124], [-0.0720, -0.8794, 0.9462], [-0.5430, -0.1679, -1.2607], [1.1829, 0.1546, 0.4883], [-0.7985, 0.5183, -0.0316], [-0.6753, 1.0959, 0.1420], [0.6634, -0.7399, -0.5782], [0.9373, 0.7533, 0.9218], [1.2656, 0.2399, -0.3767], [0.5113, 0.0059, -1.2474], [0.3668, -1.1037, 0.4807], [0.6602, -0.5117, 0.0488], [-0.4002, 2.5756, 0.6689], [1.1071, -0.5262, -0.8061], [1.6827, -2.6622, -0.9563], [-0.2634, -0.4981, 0.5015], [-0.7920, 0.8453, 1.0680], [-0.9035, 0.5100, 0.8552], [0.9643, -1.0462, 0.5373], [1.0464, -0.0316, 1.0948], [-1.3166, 0.8445, -2.1399], [-1.1943, 0.1917, 0.4355], [0.2184, -0.1301, -0.0266], [-0.5038, -1.0334, -0.2696], [-0.3079, 1.1299, -1.0356], [-0.7013, -0.5383, -0.7605], [1.1894, 0.1206, -0.0693], [0.8625, -0.6906, -0.0331], [-0.6070, 0.0285, 0.4208], [-0.3946, 0.5726, 0.0515], [-0.0373, -0.3608, 0.1911], [-0.2538, 0.4164, 0.2866], [-1.2663, 1.2577, 0.6522], [-0.5159, -0.1858, 0.6423], [-0.1288, 0.4905, -0.2739], [-0.4528, -0.3135, -0.4333], [-0.0031, 0.0809, 0.6071], [-0.3472, -0.3123, -0.6244], [0.0850, 0.1062, 0.0467], [0.4311, 0.8016, -0.0922], [-0.1831, -0.4319, -0.3346], [-0.1079, -0.2120, 0.1047], [-0.3071, -0.2741, 0.0967], [0.2264, 0.3272, 0.5688], [0.2939, -0.2340, -0.0201], [-0.7209, 0.1921, -0.1338], [-0.0704, 0.6039, -0.0619], [-0.4725, -0.9950, 0.6202], [0.0994, 0.0659, 0.2759], [-0.1468, -0.4762, -0.2952], [-0.9441, 0.3225, -0.2424], [-0.1596, -0.0017, -0.2390]], "lowdin_spin": [1.217, 0.047, 0.001, 0.160, 0.008, 0.224, 0.001, 0.085, 0.001, 0.269, 0.012, 0.108, 0.005, 0.135, 0.000, 0.003, 0.013, -0.001, 0.000, 0.138, 0.072, -0.001, 0.037, 0.007, 0.247, 0.032, 0.008, 0.016, 0.004, 0.001, 0.006, 0.012, 0.006, 0.005, 0.000, 0.019, 0.008, 0.002, 0.033, 0.003, 0.001, 0.000, 0.003, 0.000, 0.015, 0.000, 0.001, -0.001, 0.001, 0.001, 0.000, 0.000, 0.001, 0.000, 0.000, 0.017, 0.000, 0.000, 0.013, 0.002, 0.000, 0.000, 0.002, 0.000, 0.000, 0.002]}

=====

(3)
{"formula": "C7H11N2O", "method": "ωB97M-V/def2-TZVPD", "smiles": "C=C(/C=C/C)[C@H]1[NH+]=CNO1", "largest_force_ev_per_a": 3.76, "relative_energy_kj_mol": 389.4, "total_charge": 1, "multiplicity": 1, "elements": ["O", "N", "N", "C", "C", "C", "C", "C", "C", "C", "H", "H", "H", "H", "H", "H", "H", "H", "H", "H", "H"], "positions_angstrom": [[-2.577591, 0.188025, -0.979965], [-1.911807, -0.727071, 0.964023], [-3.635107, -0.511352, -0.314272], [1.057989, 0.838310, -0.334861], [-1.354636, -0.186834, -0.289944], [-3.199878, -0.933257, 0.880564], [-0.370922, 1.132259, -0.099702], [1.601980, -0.404608, -0.282886], [-0.851831, 2.369526, -0.039889], [3.049377, -0.577890, -0.524526], [-0.930774, -1.010334, -0.945872], [3.485110, 0.123661, -1.208575], [-1.905725, 2.518025, -0.179920], [0.996043, -1.215119, -0.060382], [3.227375, -1.595217, -0.848491], [-1.494969, -0.871790, 1.812713], [1.678275, 1.599493, -0.721802], [-4.336705, -0.795656, -0.948448], [3.429280, -0.658845, 0.539565], [-0.277825, 3.247075, 0.172098], [-3.860639, -1.495424, 1.574579]], "forces_ev_per_angstrom": [[-0.5226, -0.2815, 0.8747], [-1.7519, 0.3341, -1.3608], [2.3351, 0.7695, 1.4011], [-0.6940, -2.5165, 0.4951], [0.7001, 1.4786, -1.0250], [-1.1084, -0.5452, -2.3290], [-0.1227, -1.8457, -1.2251], [0.0329, 3.6489, -0.8972], [-1.0709, -0.8981, 0.1987], [-0.3018, -2.0086, 1.9537], [0.1435, 0.9324, 1.1824], [0.3867, 0.4887, 0.2084], [-0.4390, 0.1501, 0.2789], [-0.8177, -1.6811, 0.6592], [0.1835, -0.1757, -0.5912], [1.9432, -0.2148, 2.2700], [0.4523, 1.1318, 0.0410], [-1.1220, -0.3968, -0.2777], [0.5015, 0.7729, -1.2218], [0.5698, 0.1522, -0.2674], [0.7025, 0.7045, -0.3679]], "mulliken_charge": [-0.317, 0.070, 0.006, -0.370, 0.088, 0.049, 0.375, -0.258, -1.024, -1.335, 0.297, 0.387, 0.277, 0.455, 0.371, 0.192, 0.403, 0.265, 0.288, 0.375, 0.407]}

=====

These records have total energy values of -144094.3275; -81354.9614; -12454.3986 eV, in the order they appear.